No. 1
C5H6O2 | the ωB97M-V functional and the def2-TZVPD basis

total energy	-9374.44812	eV
lowest unoccupied orbital energy	0.7	eV
HOMO-LUMO gap	9.53	eV
M	98.1	g mol⁻¹
SMILES	C=C=C(C)OC=O
ΔE to the lowest compared entry with this formula, charge and spin	2.6475	eV

CARTESIAN COORDINATES (ANGSTROEM)
O1 2.119 0.688 -0.355
O2 0.586 -1.001 -0.630
C1 -0.659 0.893 -0.081
C2 -0.401 -0.372 0.165
C3 -1.220 -1.313 0.984
C4 1.754 -0.358 -0.826
C5 -0.249 2.106 -0.327
H1 -0.630 -1.982 1.617
H2 0.832 2.079 -0.040
H3 -0.789 2.857 -0.910
H4 -1.824 -1.917 0.293
H5 2.388 -0.950 -1.494
H6 -1.907 -0.728 1.604

=====

No. 2
C19H22Cl2F5N4O2PS3SeW | the ωB97M-V functional and the def2-TZVPD basis

total energy	-177710.79645	eV
lowest unoccupied orbital energy (spin up / spin down)	-4.1 / -4.3	eV
HOMO-LUMO gap (spin up / spin down)	5.76 / 5.65	eV
spin multiplicity	2
M	894.3	g mol⁻¹
net charge	+1
ΔE to the lowest compared entry with this formula, charge and spin	1.4133	eV

CARTESIAN COORDINATES (ANGSTROEM)
W1 -0.226 0.504 -0.743
Se1 -2.727 0.722 -0.804
Cl1 -2.500 -1.951 1.249
Cl2 -4.080 -4.229 2.224
S1 2.203 -0.325 -0.192
S2 0.371 0.894 -3.106
S3 -0.390 -1.918 -1.623
P1 0.300 -1.116 -3.299
F1 -6.704 3.910 -1.543
F2 -5.501 1.707 -0.635
F3 -5.305 5.751 -2.963
F4 -2.655 5.368 -3.420
F5 -1.426 3.204 -2.519
O1 -0.617 -1.420 -4.543
O2 1.730 -1.703 -3.604
N1 -0.126 0.058 1.251
N2 2.307 -2.502 1.330
N3 -0.076 2.387 0.263
N4 0.533 -1.094 1.696
C1 -0.480 -3.870 -4.852
C2 1.648 -1.393 1.011
C3 -4.699 4.665 -2.501
C4 -2.731 3.330 -2.248
C5 -0.959 3.438 2.238
C6 -4.125 -2.674 1.407
C7 -5.411 3.722 -1.784
C8 2.583 -1.123 -4.635
C9 -0.063 4.761 0.460
C10 -0.498 0.971 2.117
C11 -4.769 2.592 -1.317
C12 3.111 -2.231 -5.508
C13 -3.353 4.465 -2.734
C14 -3.413 2.365 -1.525
C15 -0.575 2.300 1.533
C16 0.238 3.604 -0.217
C17 -0.727 4.676 1.685
C18 -1.368 -2.655 -4.722
C19 -0.597 0.692 3.576
H1 0.181 5.717 0.019
H2 0.717 3.622 -1.184
H3 -0.559 1.607 4.158
H4 -1.105 -4.758 -4.956
H5 3.383 -0.601 -4.113
H6 -1.031 5.574 2.207
H7 3.819 -1.815 -6.227
H8 -4.512 -2.809 0.405
H9 0.149 -4.001 -3.971
H10 2.305 -2.712 -6.060
H11 3.626 -2.982 -4.910
H12 0.230 0.054 3.888
H13 1.981 -3.148 2.030
H14 -4.734 -1.990 1.983
H15 0.162 -3.795 -5.729
H16 3.120 -2.750 0.792
H17 -1.530 0.172 3.808
H18 -2.054 -2.746 -3.879
H19 -1.433 3.343 3.205
H20 0.048 -1.747 2.296
H21 -1.941 -2.480 -5.628
H22 2.016 -0.395 -5.217

=====

No. 3
C46H129N13O15 | the ωB97M-V functional and the def2-TZVPD basis

total energy	-99875.20555	eV
lowest unoccupied orbital energy	0.5	eV
HOMO-LUMO gap	9.21	eV
M	1104.6	g mol⁻¹

CARTESIAN COORDINATES (ANGSTROEM)
O1 -3.638 4.563 1.320
O2 -5.083 -2.423 -3.137
O3 2.190 5.701 4.924
O4 -0.727 0.488 -2.195
O5 -6.346 -0.152 0.674
O6 3.954 0.364 2.051
O7 2.333 3.544 -3.806
O8 5.809 -1.404 -2.037
O9 -5.062 1.564 -2.527
O10 -4.487 0.485 5.288
O11 -1.926 -3.845 3.819
O12 -1.629 4.617 -3.184
O13 3.549 -4.935 1.505
O14 3.778 -0.977 5.171
O15 2.409 -4.582 -4.364
N1 4.122 2.609 2.041
N2 -0.322 1.202 1.294
N3 -3.846 5.134 -0.879
N4 -1.953 4.022 -0.221
N5 3.519 1.561 3.956
N6 2.040 4.260 -6.487
N7 1.573 -2.599 2.679
N8 1.485 -1.469 -3.303
N9 -6.478 -0.077 -2.224
N10 -5.155 2.361 2.899
N11 7.441 -3.664 0.279
N12 -0.800 5.885 2.819
N13 -5.317 0.199 -4.252
C1 -7.287 -1.189 0.637
C2 -4.120 -4.695 -2.816
C3 -6.284 0.554 1.825
C4 -1.901 -4.132 2.430
C5 4.493 3.787 -6.066
C6 0.179 -3.115 -2.009
C7 -3.188 -4.920 2.035
C8 -5.242 1.691 1.611
C9 1.312 -2.867 -2.965
C10 3.041 3.208 -6.168
C11 2.781 6.444 5.967
C12 -1.560 -2.913 1.593
C13 1.438 5.082 2.156
C14 0.481 5.375 3.328
C15 3.847 1.424 2.664
C16 6.018 -1.989 -0.819
C17 -3.721 -2.788 -1.214
C18 3.310 -1.925 4.256
C19 -3.911 1.215 1.209
C20 -3.420 5.015 -4.792
C21 -2.237 1.531 5.140
C22 4.741 -1.467 6.017
C23 1.125 6.349 4.294
C24 -3.173 4.540 0.153
C25 4.910 -0.293 -1.966
C26 3.538 -3.835 -4.732
C27 6.949 -3.207 -1.031
C28 -2.463 4.068 -4.211
C29 6.257 -4.373 -1.810
C30 -1.845 0.546 -3.092
C31 0.190 0.870 -0.006
C32 -5.567 0.564 -3.003
C33 -4.011 -3.137 -2.625
C34 3.382 -5.707 0.288
C35 -2.717 -1.003 5.633
C36 -0.933 0.303 -0.821
C37 -1.627 3.347 -5.250
C38 3.292 -7.212 0.644
C39 1.379 -0.122 0.108
C40 1.221 -3.804 -4.172
C41 0.900 -1.140 4.610
C42 2.098 -5.252 -0.426
C43 1.602 2.972 -2.675
C44 2.603 2.530 -4.811
C45 -3.150 0.471 5.723
C46 1.978 -1.504 3.541
H1 5.163 -4.420 -1.629
H2 -3.994 4.412 -5.615
H3 -1.173 1.338 5.449
H4 -3.451 -1.618 6.134
H5 -2.840 5.803 -5.206
H6 0.464 1.822 -0.465
H7 1.995 1.996 -2.477
H8 4.518 -2.521 6.334
H9 0.763 -1.877 5.355
H10 -1.390 3.571 0.517
H11 -3.972 1.138 0.137
H12 -4.362 -4.963 -3.816
H13 1.837 3.649 -1.839
H14 -4.067 -4.350 2.258
H15 -1.431 -3.172 0.557
H16 3.387 1.836 -4.448
H17 -3.555 0.318 1.730
H18 -7.281 1.054 2.081
H19 -5.574 2.377 0.864
H20 -6.632 0.483 -1.424
H21 5.429 0.605 -1.538
H22 3.174 -7.731 -0.260
H23 -2.186 2.735 -5.967
H24 -2.332 1.588 4.042
H25 5.766 -1.485 5.538
H26 2.096 -5.793 -1.363
H27 -6.004 -0.068 2.698
H28 -7.246 -0.681 -2.595
H29 -2.609 -1.275 4.590
H30 -4.892 -5.139 -2.120
H31 3.211 2.434 4.390
H32 1.170 -3.361 3.137
H33 -3.200 2.036 1.351
H34 -4.198 5.418 -4.123
H35 2.274 -3.138 -2.528
H36 -2.861 -3.364 -0.900
H37 -1.153 -0.743 -0.669
H38 4.505 3.321 2.686
H39 -1.388 0.528 -4.074
H40 -0.024 -0.845 4.100
H41 4.408 -4.448 -4.549
H42 -6.903 -2.120 1.017
H43 0.947 -3.324 -5.111
H44 -2.426 -0.352 -3.042
H45 6.652 -4.164 0.709
H46 -1.231 5.402 -3.566
H47 2.377 -2.947 2.154
H48 -1.675 -1.192 5.969
H49 4.820 2.524 1.286
H50 0.367 4.429 3.875
H51 -2.423 1.410 -2.958
H52 -5.277 -1.810 -2.465
H53 -2.999 3.276 -3.639
H54 2.419 4.879 2.456
H55 -4.538 0.968 4.468
H56 1.046 -0.962 0.729
H57 2.182 -0.617 2.903
H58 2.260 4.583 -7.427
H59 2.077 6.573 6.764
H60 2.983 2.413 -7.018
H61 4.612 -0.041 -2.999
H62 7.618 -2.871 0.906
H63 -4.493 0.666 -4.573
H64 4.259 -5.572 -0.316
H65 -0.879 2.796 -4.716
H66 -8.131 -0.945 1.295
H67 -3.123 -5.058 -2.529
H68 -1.029 5.539 1.884
H69 2.451 -1.252 -3.121
H70 -1.610 5.636 3.354
H71 2.113 -4.180 -0.515
H72 -1.187 4.158 -5.806
H73 0.369 -4.483 -3.909
H74 1.081 4.165 1.593
H75 1.487 7.277 3.721
H76 3.051 -2.844 4.833
H77 -1.819 3.870 -1.197
H78 -1.855 0.868 -0.602
H79 1.431 5.988 1.552
H80 0.846 -0.787 -2.822
H81 -3.106 -5.849 2.624
H82 4.003 -5.443 2.196
H83 0.558 3.047 -2.790
H84 3.805 -2.925 -4.162
H85 4.773 4.345 -6.967
H86 -5.438 -0.744 -4.554
H87 6.701 -5.350 -1.566
H88 3.708 5.962 6.359
H89 1.719 1.973 -5.068
H90 4.124 -2.095 3.527
H91 -0.987 -4.755 2.340
H92 3.482 0.670 4.461
H93 2.152 5.089 -5.942
H94 1.254 -5.512 0.176
H95 -2.428 -2.214 1.613
H96 4.785 -0.908 6.970
H97 0.401 6.693 5.083
H98 6.484 -1.315 -0.104
H99 1.157 -0.233 5.126
H100 -1.124 0.623 1.533
H101 5.077 -2.375 -0.336
H102 -2.765 -3.442 3.975
H103 -0.123 -4.152 -1.828
H104 6.459 -4.128 -2.822
H105 3.499 -3.448 -5.784
H106 -3.518 -1.705 -1.151
H107 -7.688 -1.250 -0.358
H108 -4.538 3.148 2.745
H109 1.687 -0.375 -0.906
H110 5.273 3.034 -5.959
H111 2.356 -7.278 1.277
H112 -3.551 4.887 -1.824
H113 3.971 -0.551 -1.392
H114 -5.932 2.932 3.223
H115 -4.817 5.306 -0.658
H116 -3.297 0.606 6.836
H117 -4.535 -3.026 -0.506
H118 4.406 4.522 -5.258
H119 4.123 -7.511 1.233
H120 3.052 7.438 5.675
H121 0.384 1.012 2.026
H122 -3.072 -2.837 -3.093
H123 -0.691 -2.428 1.999
H124 2.288 0.322 0.522
H125 7.834 -2.847 -1.584
H126 -0.702 -2.668 -2.515
H127 0.234 -2.635 -0.978
H128 -3.273 -5.199 1.003
H129 -2.505 2.492 5.615

=====

No. 4
C38H36N6O6S2 | the ωB97M-V functional and the def2-TZVPD basis

total energy	-82888.97845	eV
lowest unoccupied orbital energy	0.1	eV
HOMO-LUMO gap	8.35	eV
M	736.9	g mol⁻¹
SMILES	NC(=O)[C@H](Cc1cc2ccccc2s1)NC(=O)[C@@H]1C[C@@]2(CC(c3cccc(NC(=O)[C@@H]4CCC(=O)N4)c3)=NO2)CN1C(=O)/C=C/Sc1ccccc1
ΔE to the lowest compared entry with this formula, charge and spin	0.1885	eV

CARTESIAN COORDINATES (ANGSTROEM)
S1 -1.048 1.999 5.472
S2 3.545 1.087 4.292
O1 -1.819 4.889 0.258
O2 -1.998 5.246 4.908
O3 -2.411 -4.717 -5.056
O4 -1.583 -0.521 -1.248
O5 1.228 3.721 1.502
O6 -1.309 -6.575 -10.406
N1 -1.615 3.310 1.869
N2 -0.936 -4.033 -6.668
N3 -2.093 -5.731 -8.443
N4 0.304 1.991 0.424
N5 -0.209 4.956 3.575
N6 -1.395 -1.208 -2.402
C1 -1.497 4.790 3.902
C2 -0.744 0.650 -1.208
C3 -2.180 -6.052 -7.039
C4 0.744 -1.928 4.249
C5 -1.896 0.629 3.448
C6 2.681 3.801 7.169
C7 -2.136 1.780 4.125
C8 -0.384 -2.859 -6.148
C9 0.149 0.605 0.044
C10 -0.617 2.872 -0.280
C11 -1.876 -4.853 -6.129
C12 -1.104 -7.148 -6.871
C13 -0.923 -7.723 -8.275
C14 1.145 -1.029 -6.468
C15 0.786 -0.098 5.821
C16 -2.350 3.944 2.931
C17 0.564 -2.194 -6.928
C18 -3.090 2.861 3.748
C19 -1.582 1.912 -0.977
C20 -0.306 -1.362 3.561
C21 -0.536 -0.641 -3.154
C22 -0.829 -0.143 3.995
C23 0.794 -0.510 -5.234
C24 1.169 2.504 1.332
C25 -1.393 3.827 0.647
C26 4.820 2.196 6.438
C27 -0.263 0.481 5.122
C28 1.941 1.561 2.142
C29 -0.152 -1.168 -4.448
C30 3.650 2.189 5.691
C31 4.915 3.015 7.548
C32 2.572 2.979 6.061
C33 0.018 0.628 -2.540
C34 3.850 3.822 7.912
C35 -1.442 -6.644 -9.210
C36 -0.740 -2.347 -4.910
C37 2.596 2.039 3.207
C38 1.284 -1.304 5.373
H1 0.108 -7.980 -8.510
H2 -0.073 3.496 -1.000
H3 1.200 0.390 6.690
H4 1.842 4.416 7.454
H5 1.648 2.951 5.503
H6 5.644 1.565 6.143
H7 -1.411 -7.895 -6.143
H8 2.103 -1.769 5.899
H9 5.826 3.024 8.127
H10 0.202 4.637 2.705
H11 1.155 -2.871 3.919
H12 -2.679 -5.023 -8.857
H13 -3.176 -6.428 -6.769
H14 -2.412 1.657 -0.314
H15 1.099 0.567 -2.404
H16 0.337 5.576 4.151
H17 -1.195 2.422 2.108
H18 -2.476 0.309 2.598
H19 -0.733 -1.852 2.698
H20 -0.173 -6.699 -6.523
H21 0.841 -2.593 -7.894
H22 -1.469 -2.845 -4.294
H23 -0.362 0.027 0.824
H24 -3.502 3.344 4.635
H25 1.255 0.402 -4.889
H26 -0.208 1.497 -3.159
H27 -1.992 2.325 -1.896
H28 -3.902 2.439 3.154
H29 1.114 0.136 -0.163
H30 -3.072 4.633 2.478
H31 1.877 -0.520 -7.077
H32 -0.602 -4.293 -7.589
H33 -1.535 -8.613 -8.432
H34 1.932 0.510 1.911
H35 2.564 3.099 3.418
H36 3.928 4.463 8.778

=====

M of number 3 (C46H129N13O15)?
1104.6 g mol⁻¹

=====

M of number 2 (C19H22Cl2F5N4O2PS3SeW)?
894.3 g mol⁻¹

=====

Look up the total energy of the first one.
-9374.44812 eV